Entry 1:
Computed, not measured: an isolated molecule of C8H10N3P, with the ωB97M-V functional and the def2-TZVPD basis.

```
! RIJCOSX wB97M-V def2-TZVPD def2/J DEFGRID3
* xyz 0 1
C 0.60 -1.15 0.71
C 0.23 1.06 -0.05
C 1.95 -1.02 0.43
C 1.59 1.30 -0.18
C -0.26 -0.06 0.53
C 2.45 0.21 0.00
C -1.66 -0.26 0.75
C 3.93 0.31 -0.34
N -2.35 0.81 0.62
N -3.63 0.88 0.72
N -3.68 -0.91 -1.36
P -4.46 -0.18 -0.13
H 0.24 -2.22 0.82
H -0.48 1.98 -0.07
H 2.61 -1.83 0.56
H 2.03 2.15 -0.57
H -2.09 -1.17 1.09
H 4.22 1.38 -0.56
H 4.57 -0.03 0.53
H 4.08 -0.43 -1.11
H -4.22 -1.30 -2.15
H -5.67 0.49 -0.24
*
```

Computed properties:
Orbital gap, eV: 7.3171
LUMO, eV: -0.739

---

Entry 2:
Computed, not measured: the ion C8H10N5O with charge +1, with the ωB97M-V functional and the def2-TZVPD basis.

```
! RIJCOSX wB97M-V def2-TZVPD def2/J DEFGRID3
* xyz 1 3
C 0.98 1.16 0.92
C 2.07 0.92 0.28
C -2.57 -0.74 -0.40
C -1.62 -1.47 0.16
C -0.32 0.57 0.58
C 2.23 -0.04 -0.82
C -2.38 0.71 -0.74
C 1.78 -1.35 -0.33
N -0.86 2.38 -0.98
N -1.03 1.15 -0.56
N 0.71 -1.76 0.13
N -0.31 -0.89 0.35
N 0.09 3.05 -1.09
O 0.80 3.95 -1.34
H 0.82 1.93 1.74
H 3.09 1.12 0.76
H -3.55 -1.27 -0.43
H -1.55 -2.46 0.53
H -0.98 0.74 1.42
H 1.81 0.23 -1.78
H 3.34 -0.09 -1.04
H -2.67 0.83 -1.76
H -3.04 1.04 0.02
H 2.50 -2.11 -0.30
*
```

Computed properties:
Orbital gap (alpha / beta), eV: 7.7415 / 5.6263
LUMO (alpha / beta), eV: -3.171 / -7.050

---

The following max |F| values (in eV Å⁻¹) correspond, in order, to the records above: 4.62, 6.25.